Entry 1:
C29H71GaNO13 | ωB97M-V/def2-TZVPD

Results
- E_tot (hartree) = -4105.016796
- charge = -1
- HOMO energy (eV) = -3.99

XYZ file:
```
115
Properties=species:S:1:pos:R:3:forces:R:3
C 0.6758 4.1808 0.4473 -0.4 -0.2 0.5
C 0.0455 3.2972 1.5543 0.5 0.9 0.1
O 1.0820 2.7675 2.3499 -0.6 -0.7 -0.6
C 1.2163 1.3308 2.3332 1.0 -0.2 0.7
Ga 3.1770 0.8088 1.8515 0.1 0.4 -0.8
C 3.6278 -1.1517 2.2733 0.6 0.7 0.3
C 3.6025 -1.5174 3.7679 -0.3 -1.3 -0.6
C 2.1496 -1.7048 4.2399 0.9 -0.1 0.1
C 1.6040 -3.1278 4.0049 -0.8 1.1 0.5
C 0.0606 -3.0488 4.1479 0.1 -0.7 -0.6
C -0.5955 -2.9732 2.7635 -0.7 0.3 -0.2
C -0.2945 -1.6654 2.0058 0.0 -0.6 0.5
C -1.2545 -1.3421 0.8632 1.4 0.2 0.0
O -1.9580 -0.1125 1.2065 -0.5 -0.9 0.6
C -3.1931 -0.0484 0.7229 -0.7 1.3 1.8
C -4.2483 0.4681 1.6726 1.0 0.1 0.4
O -3.4849 -0.3467 -0.3921 -0.4 -0.2 0.8
C 3.2466 0.9691 -0.2221 -0.9 -1.1 1.5
C 2.1058 0.0156 -0.7209 0.7 1.5 -0.5
C 0.9890 0.8490 -1.3768 0.0 -0.8 0.0
C -0.0067 0.0090 -2.2238 0.5 1.3 0.9
N -1.3967 0.3607 -1.8153 0.3 -0.7 -0.5
C -2.3576 0.1599 -2.8139 -0.1 -1.6 2.0
C -3.2218 -1.0850 -2.7185 -0.9 0.1 -0.3
O -2.4853 0.9492 -3.6929 -0.1 1.4 -2.4
C 4.5332 2.1795 2.5796 -0.8 -0.2 0.1
C 4.2098 2.7808 3.9454 1.8 0.5 -0.2
O 3.3852 3.9797 3.8336 0.4 -1.4 0.3
C 2.4485 4.0614 4.7593 1.0 -1.0 0.2
O 1.5872 4.8483 4.6939 -2.4 2.4 0.0
H 1.6806 4.4476 0.7762 -0.1 0.0 0.1
H 0.7711 3.6486 -0.4994 -0.2 0.2 -0.1
H 0.0874 5.1006 0.3750 0.1 -0.1 -0.5
H -0.5646 3.9499 2.2017 0.0 0.0 0.0
H -0.6370 2.5407 1.1485 0.3 -0.2 0.0
H 0.9319 0.9837 3.3423 -0.2 -0.1 -0.2
H 0.5777 0.8259 1.5969 -0.2 0.5 0.1
H 4.6485 -1.3294 1.9069 -0.1 0.1 -0.2
H 2.9784 -1.7848 1.6515 0.0 -0.2 0.3
H 4.1052 -2.4974 3.8935 0.0 0.1 0.2
H 4.1832 -0.8410 4.4031 -0.2 0.3 -0.2
H 2.0806 -1.4284 5.2989 -0.3 -0.1 -0.1
H 1.5333 -1.0271 3.6476 0.0 0.1 0.3
H 1.8458 -3.4124 2.9767 0.1 -0.3 0.2
H 2.0102 -3.8469 4.7192 0.2 0.0 -0.2
H -0.3550 -3.9168 4.6735 0.2 0.0 -0.1
H -0.2356 -2.1746 4.7374 0.1 0.0 -0.1
H -1.6882 -3.0498 2.8779 0.1 0.0 0.0
H -0.2941 -3.8117 2.1238 0.0 -0.1 0.2
H -0.3141 -0.8532 2.7337 -0.1 0.1 -0.2
H 0.7295 -1.7146 1.6245 -0.1 0.1 0.0
H -1.9552 -2.1456 0.6299 -0.2 0.1 0.2
H -0.6479 -1.1459 -0.0216 -0.1 -0.2 0.0
H -4.7333 -0.3911 2.1405 -0.1 0.0 -0.1
H -4.9665 1.0892 1.1516 -0.1 0.0 0.0
H -3.7773 1.0569 2.4561 -0.2 0.0 0.0
H 4.2204 0.6071 -0.5392 0.0 0.3 -0.2
H 3.0630 2.0141 -0.4762 0.2 -0.1 -0.4
H 1.6663 -0.5350 0.1218 0.1 -0.3 -0.3
H 2.5481 -0.6751 -1.4480 -0.3 -0.2 0.1
H 0.4263 1.3397 -0.5798 0.0 0.1 -0.1
H 1.4430 1.6419 -1.9753 -0.1 -0.1 -0.1
H 0.2045 -1.0530 -2.0512 -0.2 0.0 -0.2
H 0.1627 0.2356 -3.2726 -0.3 -0.1 -0.1
H -1.6461 -0.1949 -1.0052 0.2 0.3 -0.7
H -2.6224 -1.9947 -2.6748 0.1 0.0 -0.2
H -3.9354 -1.0931 -3.5412 0.3 -0.2 -0.3
H -3.8193 -1.0406 -1.7990 0.3 -0.5 -1.5
H 5.5335 1.7296 2.5997 -0.1 0.0 0.2
H 4.5819 2.9843 1.8378 0.0 0.0 0.1
H 3.8013 2.0617 4.6604 -0.4 0.1 -0.2
H 5.1563 3.1318 4.3953 -0.2 0.0 0.1
H 2.4942 3.4146 5.6519 0.5 -0.5 -0.3
C 4.6589 -4.1890 0.0221 0.1 0.1 -0.3
O 4.7418 -2.8747 -0.5086 0.1 -0.1 0.0
H 4.2943 -4.1170 1.0446 0.0 0.1 0.0
H 3.9633 -4.7956 -0.5661 0.0 -0.1 0.1
H 5.6454 -4.6640 0.0243 -0.1 -0.1 0.1
H 5.0647 -2.9462 -1.4126 -0.1 0.1 0.1
C -2.2974 -5.5460 0.0274 0.2 0.1 -0.3
O -0.9280 -5.4559 -0.3489 0.0 -0.1 0.1
H -2.3479 -5.7374 1.0968 0.1 0.0 0.0
H -2.8080 -4.6045 -0.1937 -0.2 -0.1 0.1
H -2.7879 -6.3645 -0.5068 -0.1 0.0 0.1
H -0.8965 -5.2843 -1.2961 0.1 0.0 0.1
C -0.9282 -1.7409 -6.3112 0.1 -0.2 0.4
O -1.0455 -1.6865 -4.8922 0.0 -0.1 -0.1
H -0.2660 -2.5652 -6.5745 0.1 0.0 0.1
H -1.9048 -1.9079 -6.7542 0.1 0.0 -0.2
H -0.5064 -0.8061 -6.6850 0.0 -0.1 -0.2
H -1.6382 -0.9476 -4.7067 0.1 -0.1 0.0
C -6.4781 0.9352 -1.7150 0.3 -0.2 0.2
O -6.3423 -0.2596 -0.9591 -0.1 0.1 0.2
H -7.2917 0.8004 -2.4255 0.0 0.0 0.0
H -6.7135 1.7781 -1.0579 0.0 0.1 -0.1
H -5.5555 1.1473 -2.2638 -0.1 0.1 -0.1
H -5.6142 -0.1251 -0.3324 -0.1 -0.2 -0.5
C -4.9217 4.2389 1.2540 0.3 -0.1 0.1
O -4.5229 3.4151 2.3441 0.0 0.2 0.0
H -5.9959 4.1295 1.1207 0.0 0.0 0.1
H -4.6916 5.2864 1.4634 -0.1 0.0 -0.1
H -4.4129 3.9295 0.3367 -0.1 0.1 -0.1
H -3.5705 3.5227 2.4499 -0.1 0.0 0.1
C 5.1877 3.3773 -2.8593 0.2 -0.3 0.0
O 5.1891 2.0807 -2.2807 0.2 0.2 -0.2
H 4.3236 3.9161 -2.4769 0.0 -0.1 0.0
H 6.0979 3.9202 -2.5858 -0.1 0.2 -0.1
H 5.1153 3.3111 -3.9498 0.0 0.2 0.0
H 5.9567 1.6109 -2.6235 -0.1 0.0 0.1
C -3.9724 0.4001 -8.1670 0.2 0.1 0.3
O -2.7782 0.0259 -7.4900 -0.4 0.3 -0.2
H -4.0681 -0.2209 -9.0551 0.1 0.0 0.0
H -4.8412 0.2408 -7.5229 -0.1 0.0 -0.1
H -3.9283 1.4503 -8.4676 -0.1 0.0 -0.1
H -2.7071 0.5841 -6.7053 0.0 -0.1 0.0
```
Forces are in eV/Å.

Entry 2:
C36H34AuN4O4Te | ωB97M-V/def2-TZVPD

Results
- energy relative to the best compared isomer or geometry (same formula, charge and spin) (eV) = 1.453
- <S²> = 0.767
- E_tot (hartree) = -2315.699024
- spin multiplicity = 2
- HOMO energy (spin up / spin down) (eV) = -7.29 / -7.29

XYZ file:
```
80
Properties=species:S:1:pos:R:3:forces:R:3
Au -1.6064 -1.3760 1.0569 -0.1 0.6 0.1
C -2.1300 -3.3531 4.9195 0.0 0.1 0.0
C -1.2650 -2.7473 3.8299 0.1 0.0 0.1
O -1.9171 -2.0313 3.0301 0.1 -0.1 -0.3
C 0.1393 -3.0399 3.8008 -0.1 -0.1 0.0
C 0.6720 -3.8047 4.8804 0.0 0.0 0.0
C 1.9616 -4.2396 4.9222 0.0 0.0 0.0
C 2.8072 -3.9586 3.8233 0.0 0.0 0.0
C 2.3601 -3.2253 2.7716 0.0 0.0 0.0
C 1.0307 -2.6634 2.7220 0.0 0.0 0.1
O 0.7361 -1.8923 1.7692 0.1 0.0 0.0
H -3.1635 -3.0913 4.7109 0.0 0.0 0.0
H -1.8588 -2.9649 5.9019 0.0 0.0 0.0
H -2.0272 -4.4373 4.9472 0.0 0.0 0.0
H 0.0300 -4.0422 5.7165 0.0 0.0 0.0
H 2.3271 -4.8025 5.7696 0.0 0.0 0.0
H 3.8246 -4.3331 3.8208 0.0 0.0 0.0
H 3.0004 -3.0075 1.9254 0.0 0.0 0.0
O -1.6359 -4.0926 0.5455 0.0 -0.2 0.0
N -2.7328 -4.5354 0.7206 0.0 0.0 -0.1
C -3.3607 -5.5088 0.1414 0.0 0.0 0.0
C -2.7431 -6.2723 -0.9006 0.0 0.0 0.0
N -2.2463 -6.8893 -1.7314 0.0 0.0 0.0
C -4.6865 -5.8167 0.5759 -0.1 0.0 0.0
N -5.7464 -6.1025 0.9108 0.0 0.0 0.0
C 4.9765 3.6623 -3.6020 0.0 0.0 0.0
C 3.8644 2.9101 -2.9273 0.0 0.0 0.0
C 2.5398 3.3055 -3.0692 0.0 0.0 0.0
C 1.5022 2.6169 -2.4579 0.1 0.0 0.0
C 0.1004 3.0992 -2.6668 0.0 0.1 0.1
C 1.8130 1.5030 -1.6622 -0.5 -0.1 -0.6
Te 0.4139 0.2773 -0.5481 0.0 -0.2 1.0
N -1.4313 -0.4743 -0.8148 0.1 -0.1 -0.6
C -2.1124 -1.0474 -1.8489 0.2 0.1 0.0
O -2.9801 -1.8727 -1.6008 -0.1 -0.1 0.0
C -1.9118 -0.6036 -3.2754 0.1 0.1 0.1
C -0.7250 -0.0954 -3.7923 0.0 -0.1 0.1
C -0.6398 0.3090 -5.1165 0.0 0.0 0.0
C -1.7491 0.2115 -5.9411 0.0 0.0 0.0
C -2.9351 -0.3070 -5.4401 0.0 0.0 0.0
C -3.0134 -0.7194 -4.1201 0.0 0.0 0.0
C -0.3002 1.8068 0.7210 0.1 0.0 0.0
C 0.4914 2.0521 1.8469 0.0 0.0 0.0
C 1.7670 1.3172 2.1730 0.0 0.0 -0.1
C 0.0856 3.0416 2.7395 0.0 0.0 0.0
C -1.0734 3.7684 2.5460 0.0 0.0 0.0
C -1.4980 4.8381 3.5120 0.0 0.0 0.0
C -1.8490 3.4813 1.4281 0.0 0.0 0.0
C -1.5010 2.5066 0.5029 0.0 0.0 0.0
C -2.4681 2.2652 -0.6259 -0.1 -0.1 0.0
C 3.1371 1.0495 -1.5343 -0.1 0.0 0.0
C 3.6036 -0.1657 -0.7607 0.0 0.0 0.0
C 4.1360 1.7902 -2.1624 0.0 0.0 0.0
H 4.5912 4.4860 -4.2004 0.0 0.0 0.0
H 5.5490 3.0033 -4.2560 0.0 0.0 0.0
H 5.6690 4.0726 -2.8654 0.0 0.0 0.0
H 2.3074 4.1730 -3.6762 0.0 0.0 0.0
H 0.0720 3.8991 -3.4050 0.0 0.0 0.0
H -0.3146 3.4835 -1.7340 0.0 0.0 0.0
H -0.5464 2.2999 -3.0223 0.0 0.0 0.0
H 0.1664 -0.0343 -3.1807 0.0 0.0 -0.1
H 0.2952 0.6960 -5.5020 0.0 0.0 0.0
H -1.6856 0.5278 -6.9741 0.0 0.0 0.0
H -3.8017 -0.3941 -6.0822 0.0 0.0 0.0
H -3.9277 -1.1329 -3.7179 0.0 0.0 0.0
H 1.9589 0.4561 1.5347 0.0 0.0 0.1
H 1.7195 0.9292 3.1906 0.0 0.0 0.0
H 2.6224 1.9929 2.1055 0.0 0.0 0.0
H 0.7011 3.2354 3.6112 0.0 0.0 0.0
H -0.7932 4.9286 4.3369 0.0 0.0 0.0
H -2.4821 4.6161 3.9273 0.0 0.0 0.0
H -1.5651 5.8061 3.0129 0.0 0.0 0.0
H -2.7710 4.0310 1.2722 0.0 0.0 0.0
H -3.0805 3.1534 -0.7797 0.0 0.0 0.0
H -3.1274 1.4314 -0.3811 0.0 0.0 0.0
H -1.9872 2.0161 -1.5656 0.0 0.0 0.0
H 2.8119 -0.8150 -0.3991 0.0 0.0 0.0
H 4.1847 0.1475 0.1086 0.0 0.0 0.0
H 4.2573 -0.7672 -1.3921 0.0 0.0 0.0
H 5.1636 1.4604 -2.0490 0.0 0.0 0.0
```
Forces are in eV/Å.

> The lowest E_tot belongs to which entry?

C29H71GaNO13

> What is the formula in the second record?

C36H34AuN4O4Te

> What is the formula in the first record?

C29H71GaNO13